a.
Formula: C18H33N5O6
Source: the OMol25 dataset
Level of theory: the ωB97M-V functional and the def2-TZVPD basis

Results
molecular weight	415.5	g mol⁻¹
E_LUMO	-0.038	hartree

```
! wB97M-V def2-TZVPD RIJCOSX def2/J DEFGRID3
* xyz 0 1
C -2.27866 -0.61507 0.82825
C -2.42619 0.35969 -0.51748
C -1.42748 0.13415 -1.59504
C -0.10819 -0.58269 -1.30663
C 0.04387 -1.41101 -0.04410
C -1.12016 -1.37254 1.03004
N 0.93712 -0.61306 -2.35226
O 1.97835 -1.20577 -1.98580
O 0.70981 -0.00324 -3.35491
H -3.04240 -0.59875 1.70247
H -3.32885 1.06023 -0.54693
H -1.60119 0.71720 -2.37657
H 0.79498 -2.25804 0.13003
H -1.02586 -2.01611 1.80276
C -1.26508 2.39305 -4.62981
O -1.06401 3.00102 -3.53904
N -2.42957 2.32561 -5.12619
C -2.78410 1.37477 -6.25465
C -3.68999 2.77936 -4.59784
H -0.47037 1.86897 -5.16821
H -3.61147 1.51516 -6.96573
H -3.28242 0.38512 -5.81065
H -1.95805 0.94402 -6.95737
H -3.65083 3.58480 -4.08138
H -4.06138 2.07341 -3.69141
H -4.62355 2.78370 -5.45402
C 4.01666 2.70534 0.37523
O 3.69693 3.07025 1.65209
N 3.22131 2.41170 -0.58394
C 3.80025 1.94963 -1.89071
C 1.80035 2.00550 -0.45677
H 5.02210 2.90352 0.14992
H 3.02489 1.68994 -2.74542
H 4.36968 1.05030 -1.75171
H 4.46283 2.75230 -2.17641
H 1.33398 2.79648 0.27925
H 1.81275 1.01933 -0.11086
H 1.23617 2.13695 -1.39260
C 5.10773 -1.82065 2.73783
O 5.23337 -0.77254 3.24436
N 4.82987 -2.22925 1.59493
C 5.01242 -3.59761 1.08388
C 4.41721 -1.14879 0.48288
H 5.55579 -2.66336 3.39113
H 4.46599 -4.36635 1.72057
H 6.04619 -3.71356 1.18604
H 4.38101 -3.67162 0.12881
H 3.68393 -0.59776 0.85609
H 4.16642 -1.69089 -0.36134
H 5.26619 -0.53598 0.25780
C -4.59832 0.04526 4.49242
O -4.77946 -0.01308 3.26222
N -4.39135 -1.13707 5.14323
C -4.27505 -1.23654 6.60961
C -3.95447 -2.35391 4.41363
H -4.70887 0.76143 5.22909
H -5.36686 -1.76718 7.19427
H -3.94385 -0.35872 7.27814
H -3.55899 -1.93274 6.94430
H -2.83888 -2.41228 4.19360
H -4.61131 -2.66610 3.48699
H -4.15094 -3.23590 4.94392
*
```

Results of the natural (NBO) charge analysis, in e, for atoms 1 through 2:
1 C -0.1742
2 C -0.1816


b.
Formula: C18H33N5O6
Source: the OMol25 dataset
Level of theory: the ωB97M-V functional and the def2-TZVPD basis

Results
molecular weight	415.5	g mol⁻¹
SMILES string	O=[N+]([O-])c1ccccc1.CN(C)C=O.CN(C)C=O.CN(C)C=O.CN(C)C=O
E_LUMO	-0.023	hartree

```
! wB97M-V def2-TZVPD RIJCOSX def2/J DEFGRID3
* xyz 0 1
C 2.14087 -5.30226 -3.97071
C 2.07387 -4.17726 -3.00171
C 1.36587 -4.50326 -1.74971
C 0.56587 -5.79626 -1.57471
C 0.66387 -6.87926 -2.74271
C 1.50187 -6.53626 -3.94971
N -0.31113 -6.22226 -0.45071
O -0.08413 -5.64526 0.65629
O -1.08213 -7.04826 -0.47371
H 2.66287 -5.12826 -4.95071
H 2.79187 -3.17726 -3.19471
H 1.11887 -3.82226 -1.08971
H 0.26787 -7.88726 -2.54971
H 1.48987 -7.18926 -4.77071
C 5.84887 2.99574 2.27629
O 6.67887 3.23874 1.38829
N 4.52387 2.84774 1.90929
C 3.59187 2.07774 2.77729
C 3.96587 3.22874 0.63429
H 6.22387 2.79474 3.30829
H 2.69087 1.98174 2.50129
H 3.61887 2.45074 3.82629
H 4.05187 1.12774 2.98229
H 4.09687 2.38174 -0.28271
H 4.26387 4.26174 0.39329
H 2.86987 3.15874 0.83929
C -0.84713 0.93274 -3.03871
O -1.81513 1.80274 -3.15571
N -0.12413 0.94874 -1.82971
C 1.12387 0.13774 -1.65071
C -0.51313 1.91174 -0.83971
H -0.48113 0.13874 -3.73971
H 1.92187 0.74974 -1.46471
H 1.38787 -0.73526 -2.51571
H 1.02687 -0.19126 -0.72671
H -0.10113 2.96774 -0.84571
H -0.39213 1.62474 0.09629
H -1.61613 1.93974 -0.91871
C -1.55213 5.67274 1.50729
O -0.82813 4.71074 1.00829
N -2.79413 5.48374 2.03629
C -3.69313 6.62874 2.29429
C -3.23313 4.10574 2.03129
H -1.31313 6.76974 1.19529
H -3.59213 7.13274 3.29829
H -4.64213 6.03074 2.23529
H -3.34613 7.37774 1.42429
H -3.92713 3.85374 2.59029
H -2.59813 3.35074 2.46729
H -3.30613 3.79774 1.06129
C -2.78013 -3.85426 -0.15271
O -2.48213 -3.79526 -1.32871
N -2.64313 -2.71626 0.59929
C -3.01413 -2.70326 2.04129
C -2.17813 -1.39926 0.08829
H -3.27013 -4.81626 0.32229
H -2.40713 -2.12926 2.61229
H -3.33713 -3.62926 2.62829
H -3.92313 -2.11826 1.97229
H -1.40413 -0.90526 0.73029
H -2.97513 -0.52026 0.16129
H -1.92213 -1.78726 -0.93471
*
```

Results of the natural (NBO) charge analysis, in e, for atoms 1 through 2:
1 C -0.1830
2 C -0.2310


Which one is most stable, and which one is least stable? b is the most stable of them, while a is the least stable.


a.
Formula: C4H10N2Si
Source: the OMol25 dataset
Level of theory: the ωB97M-V functional and the def2-TZVPD basis

Results
molecular weight	114.2	g mol⁻¹
E_LUMO	0.030	hartree

```
! wB97M-V def2-TZVPD RIJCOSX def2/J DEFGRID3
* xyz 0 1
C 3.04304 -0.42882 0.03908
C -2.08005 -1.67147 0.40116
C 2.04952 0.15486 0.69014
C -1.09840 -1.28665 -0.38292
N -0.46334 1.45650 -1.56496
N -1.42412 1.45894 0.94340
Si -0.52385 0.44949 -0.14692
H 4.17020 -0.42778 0.18554
H 2.72061 -0.99857 -0.76414
H -2.73284 -2.54038 0.24940
H -2.10932 -1.26821 1.30998
H 2.25216 0.71851 1.49674
H -0.93767 -1.89810 -1.29900
H 0.24066 2.13373 -1.63305
H -0.76087 1.18962 -2.48124
H -1.03330 2.31555 1.20053
H -1.97372 1.19055 1.70493
*
```

Results of the natural (NBO) charge analysis, in e, for atoms 1 through 2:
1 C -0.4859
2 C -0.3136


b.
Formula: C4H10N2Si
Source: the OMol25 dataset
Level of theory: the ωB97M-V functional and the def2-TZVPD basis

Results
molecular weight	114.2	g mol⁻¹
SMILES string	CN1C=CN(C)[SiH2]1
E_LUMO	0.009	hartree

```
! wB97M-V def2-TZVPD RIJCOSX def2/J DEFGRID3
* xyz 0 1
C -0.22730 -1.36386 0.15861
C -0.11788 -0.97160 -1.13235
C 0.20456 -0.89690 2.43815
C 0.10675 1.02773 -2.68610
N -0.30527 -0.44761 1.18563
N -0.23506 0.38866 -1.40878
Si -0.34893 1.19622 0.66045
H -0.03021 -2.48542 0.44276
H -0.01580 -1.72719 -2.00192
H 0.66132 -0.00292 2.96777
H -0.70262 -1.12582 3.22603
H 0.91978 -1.75511 2.25810
H 0.25137 0.16773 -3.51347
H -0.61086 1.84447 -3.02772
H 1.16589 1.29082 -2.68176
H -1.59484 1.91435 1.22067
H 0.88118 1.84564 1.28526
*
```

Results of the natural (NBO) charge analysis, in e, for atoms 1 through 2:
1 C -0.1296
2 C -0.0888


Which one is most stable, and which one is least stable? a is the most stable of them, while b is the least stable.


a.
Formula: C3H6N3O
Source: the OMol25 dataset
Level of theory: the ωB97M-V functional and the def2-TZVPD basis

Results
molecular weight	100.1	g mol⁻¹
SMILES string	O=C1CNC=[NH+]N1
E_LUMO	-0.136	hartree

```
! wB97M-V def2-TZVPD RIJCOSX def2/J DEFGRID3
* xyz 1 1
C 0.99798 0.38941 0.34679
C -1.72952 -0.02281 -0.07602
C -0.77564 -1.08796 -0.49355
N 0.46844 -0.81767 0.17266
N -1.02677 1.32269 -0.48405
N 0.25160 1.36541 0.03395
O -2.78474 0.00262 0.44014
H 1.92300 0.68671 0.76085
H -1.17075 -2.03354 -0.12342
H -0.67584 -0.84437 -1.57812
H 0.83067 -1.69583 0.47648
H -1.71882 2.05530 -0.26516
H 0.63800 2.33326 0.16650
*
```

Results of the natural (NBO) charge analysis, in e, for atoms 1 through 2:
1 C 0.3351
2 C 0.6904


b.
Formula: C3H6N3O
Source: the OMol25 dataset
Level of theory: the ωB97M-V functional and the def2-TZVPD basis

Results
molecular weight	100.1	g mol⁻¹
E_LUMO (spin up / spin down)	-0.235 / -0.235	hartree

```
! wB97M-V def2-TZVPD RIJCOSX def2/J DEFGRID3
* xyz 1 1
C -0.04756 -1.38400 -1.14865
C 0.92562 -0.71223 -1.39128
C -0.70383 0.32182 2.05489
N -1.55873 0.82058 -0.08707
N -0.88097 0.30473 0.66687
N 2.08420 -0.06482 -1.63856
O -2.12424 1.18309 -1.06229
H -0.72840 -2.15853 -1.03168
H -1.53281 0.84425 2.70585
H -0.60100 -0.69348 2.47040
H 0.29177 0.84713 2.33944
H 2.80193 -0.20578 -2.41422
H 2.07401 0.89723 -1.46370
*
```

Results of the natural (NBO) charge analysis, in e, for atoms 1 through 2:
1 C -0.4057
2 C 0.2181


Which one is most stable, and which one is least stable? a is the most stable of them, while b is the least stable.